{
  "formula": "C2H4NOP",
  "method": "ωB97M-V with the def2-TZVPD basis set",
  "spin_multiplicity": 1,
  "elements": ["C", "P", "O", "C", "N", "H", "H", "H", "H"],
  "coordinates": [[-1.0277, 0.6353, 0.2135], [0.2711, -0.5626, 0.8044], [-0.1340, -1.5116, -0.4813], [1.6271, 0.3693, 0.0969], [2.5792, 0.8945, -0.2614], [-0.8547, 0.5811, -0.8104], [-0.8578, 1.6198, 0.5802], [-1.8802, 0.2780, 0.6374], [0.2770, -2.3039, -0.7792]],
  "mulliken_charge": [-1.01, 0.16, -0.48, 0.33, -0.35, 0.34, 0.37, 0.33, 0.31]
}



{
  "formula": "C3H4OS",
  "method": "ωB97M-V with the def2-TZVPD basis set",
  "spin_multiplicity": 1,
  "elements": ["C", "C", "C", "O", "S", "H", "H", "H", "H"],
  "coordinates": [[-0.1847, -2.2505, -0.3352], [0.5933, -1.8895, -1.2091], [-0.3846, 1.7944, 0.1029], [0.7834, 1.3431, 2.3617], [-0.3079, 0.9073, 1.4551], [-0.7865, -2.6950, 0.4160], [1.1408, -1.2987, -1.9599], [-0.8888, 1.3516, -0.6959], [0.0351, 2.7374, -0.1357]],
  "mulliken_charge": [-0.47, -0.25, -0.49, -0.51, 0.39, 0.40, 0.34, 0.30, 0.30]
}



LUMO / eV: 0.42, -0.33
Kohn-Sham gap / eV: 10.333, 9.392